Molecular formula: C4H7F3N2
Method: DFT, wB97M-V/def2-TZVPD

For the gap between HOMO and LUMO (spin up / spin down), the calculation gives 7.6 / 9.3 eV. As for the spin multiplicity: 3. For the LUMO energy (spin up / spin down), the calculation gives 0.99 / -0.74 eV. The charge is 0. Its energy above the lowest of the compared OMol25 structures with the same formula, charge and spin is 203.2 kJ/mol.

Cartesian coordinates (Å):
F  0.585  -1.350  2.216
F  -1.446  -1.272  -1.909
F  -2.930  -0.324  -0.440
N  -0.728  0.327  -0.417
N  1.299  -0.346  1.474
C  -0.659  1.173  0.626
C  1.423  -0.795  0.127
C  0.644  0.156  -0.871
C  -1.785  -0.232  -1.062
H  2.473  -0.515  -0.156
H  -0.239  0.519  1.577
H  0.636  -0.194  -2.010
H  -1.528  1.592  1.079
H  0.059  1.942  0.569
H  0.922  -1.765  0.061
H  1.276  1.084  -0.865

Molecular formula: C4H7F3N3S
Method: DFT, wB97M-V/def2-TZVPD

The SMILES is CN[C@@]1(C(F)(F)F)[NH+]=CNS1. For the gap between HOMO and LUMO, the calculation gives 10.2 eV. For the LUMO energy, the calculation gives -3.59 eV. The charge is +1. Its energy above the lowest of the compared OMol25 structures with the same formula, charge and spin is 124.3 kJ/mol.

Cartesian coordinates (Å):
S  -0.049  1.044  -1.366
F  -2.089  -1.154  1.294
F  -2.524  0.708  0.348
F  -2.446  -1.060  -0.887
N  0.184  -1.384  -0.238
N  0.410  2.285  -0.244
N  0.070  0.756  1.304
C  -0.394  -0.202  -0.075
C  0.504  1.918  0.968
C  1.517  -1.479  -0.899
C  -1.924  -0.482  0.212
H  1.381  -1.340  -1.992
H  0.825  3.070  -0.591
H  -0.404  -2.191  -0.538
H  0.870  2.526  1.664
H  -0.075  0.255  2.209
H  1.840  -2.478  -0.633
H  2.304  -0.792  -0.535

Molecular formula: C4H7F3NO5S
Method: DFT, wB97M-V/def2-TZVPD

For the gap between HOMO and LUMO, the calculation gives 7.6 eV. For the LUMO energy, the calculation gives 2.38 eV. The charge is -1. Its energy above the lowest of the compared OMol25 structures with the same formula, charge and spin is 0.0 kJ/mol.

Cartesian coordinates (Å):
S  3.451  0.408  -0.211
F  -0.235  1.048  -1.648
F  -1.264  0.922  0.238
F  0.211  -0.541  -0.275
O  -4.404  -1.069  1.191
O  2.900  -0.639  -1.083
O  -4.756  -3.114  0.611
O  4.733  0.959  -0.642
O  3.355  0.131  1.219
N  -4.059  -2.119  0.691
C  -2.684  -2.212  0.124
C  2.327  1.800  -0.392
C  0.967  1.664  0.290
C  -0.040  0.759  -0.354
H  -2.171  -3.010  0.651
H  2.837  2.634  0.087
H  -2.788  -2.457  -0.928
H  0.495  2.649  0.279
H  1.090  1.386  1.333
H  -2.188  -1.261  0.264
H  2.224  2.060  -1.444

Molecular formula: C4H7FN2
Method: DFT, wB97M-V/def2-TZVPD

The SMILES is C/N=C/N/C=C\F. For the gap between HOMO and LUMO, the calculation gives 9.3 eV. For the LUMO energy, the calculation gives 0.91 eV. The charge is 0. Its energy above the lowest of the compared OMol25 structures with the same formula, charge and spin is 300.4 kJ/mol.

Cartesian coordinates (Å):
F  -1.382  -1.504  -0.388
N  -0.647  1.405  -0.427
N  0.789  -0.360  0.271
C  -2.020  -0.542  0.246
C  0.471  0.707  -0.348
C  -1.652  0.770  0.320
C  2.041  -0.842  0.021
H  2.744  -0.292  0.557
H  2.051  -1.947  0.432
H  2.244  -1.003  -1.085
H  -2.465  1.272  0.769
H  1.411  1.175  -0.782
H  -3.050  -1.121  0.612
H  -0.535  2.281  -0.199

Among the records above, which one has the highest energy above the lowest of the compared OMol25 structures with the same formula, charge and spin?
C4H7FN2

Copy entry 3 word for word.
Molecular formula: C4H7F3NO5S
Method: DFT, wB97M-V/def2-TZVPD

For the gap between HOMO and LUMO, the calculation gives 7.6 eV. For the LUMO energy, the calculation gives 2.38 eV. The charge is -1. Its energy above the lowest of the compared OMol25 structures with the same formula, charge and spin is 0.0 kJ/mol.

Cartesian coordinates (Å):
S  3.451  0.408  -0.211
F  -0.235  1.048  -1.648
F  -1.264  0.922  0.238
F  0.211  -0.541  -0.275
O  -4.404  -1.069  1.191
O  2.900  -0.639  -1.083
O  -4.756  -3.114  0.611
O  4.733  0.959  -0.642
O  3.355  0.131  1.219
N  -4.059  -2.119  0.691
C  -2.684  -2.212  0.124
C  2.327  1.800  -0.392
C  0.967  1.664  0.290
C  -0.040  0.759  -0.354
H  -2.171  -3.010  0.651
H  2.837  2.634  0.087
H  -2.788  -2.457  -0.928
H  0.495  2.649  0.279
H  1.090  1.386  1.333
H  -2.188  -1.261  0.264
H  2.224  2.060  -1.444

Which value of charge does entry 2 give?
+1